Record 1
Formula: C2H5N5
Source: the OMol25 dataset
Level of theory: ωB97M-V with the def2-TZVPD basis set

Results
total energy = -352.95421 a.u.
HOMO = -0.326 hartree
net charge = 0
largest force on an atom = 1.13 eV/A
energy relative to the best compared isomer or geometry (same formula, charge and spin) = 159.0 kJ/mol
frontier orbital gap = 9.940 eV

```
12
C2H5N5, DFT ωB97M-V with the def2-TZVPD basis set
C -1.877 0.248 0.076
C 0.418 -0.407 -0.138
H -1.720 1.101 -0.605
H -2.889 -0.157 -0.036
H -1.764 0.647 1.090
H -1.051 -1.709 0.087
H 2.819 1.430 -0.041
N -0.894 -0.758 -0.243
N 1.412 -1.292 -0.030
N 2.527 -0.603 0.051
N 2.156 0.650 -0.034
N 0.863 0.852 -0.176
```

Record 2
Formula: C16H26N4O
Source: the OMol25 dataset
Level of theory: ωB97M-V with the def2-TZVPD basis set

Results
total energy = -919.57215 a.u.
HOMO = -0.304 hartree
net charge = 0
largest force on an atom = 0.65 eV/A
energy relative to the best compared isomer or geometry (same formula, charge and spin) = 0.0 kJ/mol
frontier orbital gap = 9.073 eV

```
47
C16H26N4O, DFT ωB97M-V with the def2-TZVPD basis set
C -4.628 -1.460 0.846
N -3.904 -0.281 0.423
C -4.575 0.392 -0.667
H -5.574 0.669 -0.329
H -4.683 -0.228 -1.570
H -4.039 1.303 -0.922
C -2.478 -0.518 0.245
C -1.728 0.786 0.118
C -1.201 1.393 1.253
C -0.466 2.560 1.127
C -0.270 3.079 -0.143
N -0.770 2.521 -1.231
C -1.484 1.416 -1.099
H -1.874 1.020 -2.029
H 0.313 3.976 -0.303
H -0.044 3.048 1.993
H -1.362 0.944 2.222
C -2.095 -1.501 -0.900
N -0.679 -1.458 -1.204
C 0.228 -1.674 -0.191
O -0.060 -2.242 0.843
N 1.491 -1.256 -0.490
H 1.631 -0.660 -1.289
C 2.530 -1.240 0.519
C 3.900 -1.486 -0.116
C 4.363 -0.298 -0.958
C 4.366 0.984 -0.132
C 2.980 1.253 0.446
C 2.527 0.077 1.307
H 1.520 0.255 1.691
H 3.200 -0.027 2.160
H 2.999 2.162 1.051
H 2.266 1.419 -0.364
H 4.682 1.825 -0.752
H 5.083 0.883 0.687
H 5.368 -0.496 -1.339
H 3.708 -0.172 -1.823
H 4.622 -1.660 0.683
H 3.854 -2.386 -0.732
H 2.282 -2.060 1.201
H -0.408 -0.800 -1.918
H -2.339 -2.516 -0.579
H -2.643 -1.277 -1.816
H -2.136 -0.986 1.175
H -4.770 -2.195 0.040
H -4.094 -1.938 1.664
H -5.610 -1.151 1.204
```

Record 3
Formula: C3H3I
Source: the OMol25 dataset
Level of theory: ωB97M-V with the def2-TZVPD basis set

Results
total energy = -413.63877 a.u.
HOMO = -0.315 hartree
net charge = 0
largest force on an atom = 3.54 eV/A
energy relative to the best compared isomer or geometry (same formula, charge and spin) = 205.0 kJ/mol
frontier orbital gap = 8.862 eV

```
7
C3H3I, DFT ωB97M-V with the def2-TZVPD basis set
C -0.633 -0.104 0.459
C 0.689 -0.037 0.662
C -0.523 0.709 -0.665
I -0.740 2.799 -0.678
H -1.415 -0.341 1.193
H 1.558 0.292 0.183
H -0.324 0.136 -1.574
```

Record 4
Formula: CH7N5
Source: the OMol25 dataset
Level of theory: ωB97M-V with the def2-TZVPD basis set

Results
total energy = -315.82656 a.u.
HOMO = -0.331 hartree
net charge = 0
largest force on an atom = 7.78 eV/A
energy relative to the best compared isomer or geometry (same formula, charge and spin) = 521.0 kJ/mol
frontier orbital gap = 9.923 eV

```
13
CH7N5, DFT ωB97M-V with the def2-TZVPD basis set
C 0.612 -0.593 0.081
H -0.528 2.390 -0.237
H 0.683 1.717 -1.120
H 1.482 0.929 0.846
H 2.247 -1.806 -0.561
H -0.673 -2.053 -0.031
H -1.326 0.260 1.181
H -2.458 -0.303 -0.509
N -0.058 1.456 -0.559
N 0.442 0.772 0.925
N 1.838 -0.956 0.039
N -0.559 -1.034 -0.434
N -1.702 -0.777 0.377
```

Record 5
Formula: C15H25F6IN4O7PS2
Source: the OMol25 dataset
Level of theory: ωB97M-V with the def2-TZVPD basis set

Results
total energy = -3366.91902 a.u.
HOMO = -0.239 hartree
net charge = -1
largest force on an atom = 2.21 eV/A
frontier orbital gap = 8.354 eV

```
61
C15H25F6IN4O7PS2, DFT ωB97M-V with the def2-TZVPD basis set
C 3.747 1.796 -0.184
C 2.476 1.767 -1.057
P 1.152 2.806 -0.302
C 0.885 1.845 1.243
C -0.369 2.436 -1.384
N -1.592 2.696 -0.598
N -2.228 3.917 -0.965
C -3.427 3.722 -1.781
C -2.394 4.810 0.097
C -1.636 4.543 1.370
O -3.095 5.776 -0.054
C -0.485 1.102 -2.202
C -0.853 1.386 -3.665
C -0.828 0.144 -4.517
N 0.009 -0.145 -5.426
O -1.496 0.202 -1.736
C -1.196 -0.410 -0.485
C -2.405 -1.225 -0.046
C -2.266 -1.687 1.381
O -1.517 -1.294 2.170
I -3.786 -3.119 1.954
H 4.545 1.213 -0.665
H 3.568 1.344 0.800
H 4.114 2.820 -0.039
H 2.714 2.160 -2.058
H 2.155 0.724 -1.184
H -0.145 1.987 1.593
H 1.560 2.268 2.000
H 1.101 0.775 1.153
H -0.308 3.243 -2.133
H -2.242 1.937 -0.794
H -3.790 4.692 -2.128
H -4.224 3.227 -1.206
H -3.168 3.103 -2.649
H -1.886 3.558 1.778
H -1.892 5.338 2.079
H -0.554 4.549 1.176
H 0.476 0.570 -2.190
H -0.149 2.128 -4.074
H -1.858 1.836 -3.682
H -1.610 -0.596 -4.305
H 0.694 0.610 -5.541
H -0.328 -1.065 -0.595
H -0.959 0.351 0.259
H -3.317 -0.605 -0.075
H -2.579 -2.089 -0.699
C 1.357 -5.735 4.968
F 1.571 -6.576 5.995
F 0.078 -5.846 4.598
F 1.567 -4.488 5.401
S 2.509 -6.188 3.598
O 2.133 -7.522 3.223
O 3.825 -5.981 4.134
N 2.026 -5.065 2.596
S 2.630 -4.874 1.157
O 2.281 -5.893 0.208
O 3.964 -4.344 1.120
C 1.562 -3.439 0.701
F 1.745 -2.390 1.510
F 0.255 -3.755 0.710
F 1.881 -3.049 -0.553
```

Record 6
Formula: C21H40Cl10FNO5S
Source: the OMol25 dataset
Level of theory: ωB97M-V with the def2-TZVPD basis set

Results
total energy = -6354.82201 a.u.
HOMO = -0.362 hartree
net charge = 0
largest force on an atom = 8.64 eV/A
energy relative to the best compared isomer or geometry (same formula, charge and spin) = 449.9 kJ/mol
frontier orbital gap = 10.109 eV

```
79
C21H40Cl10FNO5S, DFT ωB97M-V with the def2-TZVPD basis set
C -2.422 0.160 -4.193
C -1.064 1.018 -3.745
O -0.624 1.972 -4.605
O -0.392 0.752 -2.441
C -0.125 2.054 -1.795
C 0.078 1.970 -0.169
C -1.139 1.125 0.607
C -2.619 1.458 -0.071
C -3.006 3.055 -0.055
F -3.743 0.713 0.609
C -1.054 1.633 2.198
C 0.525 1.834 2.701
C -1.746 0.574 3.245
N -1.763 1.081 4.696
C -0.995 -0.913 3.112
O -1.366 -1.610 1.871
S -0.895 -0.754 0.475
O 0.573 -1.075 0.001
O -1.811 -1.291 -0.693
H -3.079 0.740 -4.973
H -3.022 -0.016 -3.190
H -2.135 -0.877 -4.678
H 0.887 2.473 -2.260
H -0.967 2.791 -2.143
H 1.144 1.471 0.006
H 0.067 3.094 0.230
H -2.685 1.114 -1.211
H -3.086 3.532 1.012
H -4.102 3.131 -0.524
H -2.322 3.735 -0.719
H -1.545 2.714 2.320
H 0.640 1.796 3.872
H 1.109 0.889 2.288
H 0.980 2.859 2.353
H -2.891 0.347 2.994
H -2.487 1.844 4.718
H -2.051 0.265 5.303
H -1.457 -1.558 4.003
H 0.157 -0.864 3.313
Cl 0.831 -1.172 -6.372
C 1.936 -0.168 -5.399
C 3.256 0.085 -6.108
Cl 4.241 -1.392 -6.245
H 2.084 -0.664 -4.435
H 1.422 0.781 -5.218
H 3.850 0.809 -5.541
H 3.103 0.487 -7.115
Cl 3.458 -2.319 6.542
C 3.188 -2.729 4.829
C 3.471 -1.554 3.906
Cl 2.273 -0.248 4.093
H 2.159 -3.085 4.724
H 3.861 -3.558 4.592
H 3.422 -1.880 2.863
H 4.465 -1.132 4.084
Cl 1.645 -6.064 -0.356
C 0.920 -4.779 -1.354
C -0.595 -4.890 -1.421
Cl -1.125 -6.319 -2.345
H 1.372 -4.826 -2.350
H 1.203 -3.826 -0.897
H -1.009 -4.015 -1.930
H -1.039 -4.946 -0.423
Cl 5.063 -4.274 0.132
C 4.792 -4.683 -1.581
C 5.075 -3.508 -2.503
Cl 3.878 -2.202 -2.317
H 3.763 -5.040 -1.686
H 5.465 -5.512 -1.818
H 5.026 -3.835 -3.547
H 6.069 -3.086 -2.326
Cl -3.163 4.683 3.911
C -3.888 5.968 2.912
C -5.403 5.857 2.845
Cl -5.933 4.429 1.922
H -3.436 5.921 1.917
H -3.605 6.921 3.370
H -5.818 6.733 2.337
H -5.848 5.801 3.844
```

Record 7
Formula: C4H9NO2
Source: the OMol25 dataset
Level of theory: ωB97M-V with the def2-TZVPD basis set

Results
total energy = -362.95264 a.u.
HOMO = -0.349 hartree
net charge = 0
largest force on an atom = 0.63 eV/A
energy relative to the best compared isomer or geometry (same formula, charge and spin) = 348.9 kJ/mol
frontier orbital gap = 10.252 eV

```
16
C4H9NO2, DFT ωB97M-V with the def2-TZVPD basis set
C 2.044 0.247 -0.295
O 1.315 -0.376 0.734
C 0.086 0.252 1.011
C -1.029 -0.114 0.042
N -1.871 0.690 -0.483
O -1.563 2.053 -0.251
C -1.211 -1.564 -0.283
H 3.014 -0.253 -0.345
H 1.546 0.153 -1.274
H 2.209 1.316 -0.084
H 0.199 1.338 1.100
H -0.232 -0.132 1.987
H -0.758 2.161 -0.779
H -1.638 -2.100 0.571
H -0.237 -2.008 -0.508
H -1.876 -1.665 -1.143
```

Record 8
Formula: C6H12N2
Source: the OMol25 dataset
Level of theory: ωB97M-V with the def2-TZVPD basis set

Results
total energy = -345.24514 a.u.
HOMO = -0.315 hartree
net charge = 0
largest force on an atom = 3.71 eV/A
energy relative to the best compared isomer or geometry (same formula, charge and spin) = 217.2 kJ/mol
frontier orbital gap = 9.425 eV

```
20
C6H12N2, DFT ωB97M-V with the def2-TZVPD basis set
C 1.605 -0.171 -0.056
C -2.082 -0.731 -0.777
C -0.159 -1.040 1.658
C 1.843 0.672 -1.294
C 0.094 -0.178 0.440
C -0.497 1.150 0.403
N -0.909 0.066 -0.555
N -0.491 2.348 0.706
H -1.315 2.890 0.453
H 1.820 -1.222 -0.267
H 2.235 0.160 0.772
H -1.803 -1.682 -1.240
H -2.741 -0.196 -1.462
H -2.640 -0.960 0.141
H 0.556 -0.795 2.441
H -0.071 -2.092 1.386
H -1.155 -0.864 2.061
H 1.129 0.410 -2.073
H 2.850 0.506 -1.674
H 1.731 1.729 -1.060
```

Record 9
Formula: C63H142N6O11
Source: the OMol25 dataset
Level of theory: ωB97M-V with the def2-TZVPD basis set

Results
total energy = -3641.50271 a.u.
HOMO = -0.281 hartree
net charge = 0
largest force on an atom = 2.22 eV/A
frontier orbital gap = 7.927 eV

```
222
C63H142N6O11, DFT ωB97M-V with the def2-TZVPD basis set
O 2.277 0.748 3.513
H 2.291 1.188 4.371
H 3.210 0.595 3.289
O 1.386 -1.695 2.243
H 0.780 -1.292 1.600
H 1.711 -0.939 2.764
C -1.994 1.312 -0.438
C -1.119 0.257 0.254
C -1.119 -1.065 -0.512
C -0.162 -0.998 -1.724
C 1.225 -0.601 -1.254
C 1.297 0.721 -0.493
N 0.258 0.658 0.544
O 0.287 1.771 1.400
C 2.640 0.716 0.282
C 1.192 1.967 -1.365
C -1.799 -0.022 1.602
H -3.055 1.060 -0.476
H -1.720 1.386 -1.496
H -1.900 2.279 0.059
H -0.871 -1.927 0.109
H -2.048 -1.225 -1.066
H -0.565 -0.299 -2.463
H -0.119 -1.956 -2.247
H 1.853 -0.537 -2.153
H 1.642 -1.442 -0.695
H 2.875 -0.068 1.000
H 3.423 0.527 -0.466
H 2.829 1.672 0.767
H 2.186 2.242 -1.725
H 0.647 1.806 -2.306
H 0.631 2.808 -0.961
H -1.216 -0.733 2.198
H -2.811 -0.426 1.612
H -1.810 0.872 2.231
H 0.824 1.446 2.137
C -2.692 -4.294 -1.033
C -3.084 -5.765 -1.259
C -1.759 -6.537 -1.003
C -1.932 -8.064 -0.950
C -2.997 -8.417 0.123
C -4.310 -7.665 -0.050
N -4.010 -6.220 -0.235
O -5.195 -5.425 -0.188
C -5.060 -8.311 -1.236
C -5.133 -7.784 1.216
C -3.575 -5.937 -2.693
H -3.512 -3.576 -1.001
H -2.055 -3.977 -1.864
H -2.061 -4.201 -0.147
H -0.980 -6.279 -1.725
H -1.384 -6.219 -0.026
H -0.968 -8.514 -0.720
H -2.297 -8.314 -1.947
H -2.545 -8.278 1.106
H -3.217 -9.475 -0.038
H -4.429 -8.562 -2.086
H -5.525 -9.215 -0.842
H -5.789 -7.619 -1.661
H -5.288 -8.860 1.361
H -4.769 -7.358 2.150
H -6.149 -7.397 1.111
H -4.594 -5.573 -2.810
H -3.476 -6.970 -3.024
H -2.915 -5.388 -3.369
H -5.106 -5.063 0.700
C -2.759 -4.140 5.061
C -2.608 -3.053 3.991
C -3.965 -2.384 3.685
C -4.401 -1.399 4.750
C -3.337 -0.367 5.077
C -1.923 -0.943 5.330
N -1.640 -2.044 4.434
O -0.343 -2.547 4.581
C -0.969 0.252 5.132
C -1.841 -1.363 6.803
C -2.080 -3.647 2.666
H -3.392 -3.822 5.890
H -1.796 -4.407 5.497
H -3.179 -5.059 4.644
H -3.998 -1.962 2.676
H -4.679 -3.212 3.615
H -4.576 -1.998 5.654
H -5.360 -0.939 4.508
H -3.661 0.179 5.962
H -3.317 0.253 4.173
H 0.037 0.024 5.485
H -0.899 0.583 4.092
H -1.379 1.124 5.646
H -0.870 -1.818 7.020
H -1.844 -0.487 7.457
H -2.616 -2.085 7.051
H -2.209 -2.979 1.820
H -2.626 -4.586 2.511
H -1.069 -4.046 2.762
H 0.131 -2.257 3.787
C -3.054 8.305 -4.948
C -2.143 7.994 -3.753
C -3.003 8.186 -2.500
C -2.553 7.417 -1.223
C -2.357 5.963 -1.600
C -1.358 5.739 -2.747
N -1.727 6.588 -3.893
O -0.787 6.487 -4.967
C 0.060 5.946 -2.192
C -1.526 4.298 -3.208
C -0.978 9.019 -3.703
H -3.672 7.441 -5.203
H -2.506 8.421 -5.888
H -3.650 9.190 -4.735
H -2.983 9.253 -2.274
H -4.021 7.837 -2.680
H -3.392 7.481 -0.531
H -1.644 7.836 -0.793
H -3.291 5.404 -1.709
H -1.970 5.438 -0.715
H 0.205 5.234 -1.375
H 0.806 5.869 -2.981
H 0.187 6.909 -1.688
H -1.282 3.649 -2.366
H -2.542 4.289 -3.611
H -0.899 3.945 -4.033
H -1.357 10.026 -3.893
H -0.243 8.752 -4.460
H -0.522 9.132 -2.717
H -1.139 5.715 -5.426
C 0.134 7.692 5.202
C -1.019 7.609 4.199
C -0.530 7.992 2.801
C 0.093 6.826 2.011
C -0.876 5.660 2.035
C -1.240 5.143 3.438
N -1.678 6.304 4.194
O -2.247 5.973 5.435
C -2.355 4.144 3.227
C -0.077 4.408 4.127
C -2.059 8.663 4.632
H 0.889 6.912 5.104
H -0.293 7.578 6.202
H 0.655 8.648 5.166
H -1.311 8.439 2.171
H 0.131 8.866 2.786
H 1.062 6.588 2.455
H 0.232 7.109 0.967
H -0.428 4.819 1.490
H -1.760 5.896 1.437
H -2.117 3.288 2.590
H -2.735 3.691 4.150
H -3.272 4.542 2.775
H -0.330 4.085 5.136
H 0.355 3.570 3.571
H 0.817 5.033 4.232
H -2.897 8.742 3.932
H -1.690 9.692 4.600
H -2.444 8.452 5.628
H -3.200 5.984 5.288
C 2.775 -7.762 0.236
C 3.570 -7.349 -1.013
C 2.910 -8.131 -2.156
C 3.179 -7.562 -3.546
C 2.730 -6.105 -3.491
C 3.419 -5.199 -2.438
N 3.375 -5.903 -1.178
O 3.965 -5.168 -0.127
C 4.850 -4.833 -2.913
C 2.642 -3.901 -2.402
C 5.045 -7.757 -0.837
H 2.832 -8.846 0.343
H 1.732 -7.456 0.148
H 3.180 -7.281 1.128
H 3.423 -9.101 -2.195
H 1.847 -8.318 -2.017
H 2.671 -8.087 -4.354
H 4.240 -7.559 -3.816
H 1.643 -6.051 -3.378
H 2.908 -5.715 -4.502
H 5.418 -5.760 -2.789
H 4.990 -4.516 -3.944
H 5.319 -4.099 -2.256
H 3.043 -3.218 -1.644
H 2.786 -3.298 -3.299
H 1.588 -4.070 -2.169
H 5.595 -7.138 -0.126
H 5.516 -7.585 -1.807
H 5.207 -8.773 -0.480
H 3.225 -4.958 0.455
C 0.319 1.768 -5.741
C 1.326 2.864 -6.031
C 1.709 3.698 -4.782
O 2.547 2.277 -6.512
H -0.573 2.164 -5.245
H 0.698 0.988 -5.080
H 0.001 1.354 -6.699
H 0.981 3.563 -6.792
H 0.984 4.502 -4.647
H 2.692 4.124 -4.985
H 1.888 3.030 -3.938
H 2.693 1.420 -6.079
C 4.325 1.077 -3.694
C 4.355 -0.082 -4.712
C 4.862 -1.355 -4.063
O 3.018 -0.269 -5.193
H 3.369 1.160 -3.181
H 4.459 1.995 -4.267
H 5.135 0.914 -2.988
H 5.060 0.078 -5.535
H 4.126 -1.597 -3.283
H 5.735 -1.245 -3.415
H 5.012 -2.192 -4.743
H 2.992 -1.083 -5.712
C 5.717 2.442 2.140
C 6.229 1.038 1.782
C 7.635 0.854 2.325
O 5.308 0.104 2.352
H 4.662 2.480 1.878
H 6.243 3.171 1.517
H 5.905 2.751 3.168
H 6.271 1.022 0.688
H 8.104 -0.107 2.106
H 7.580 0.918 3.415
H 8.322 1.618 1.962
H 5.032 -0.473 1.631
```

Record 10
Formula: C3Br4
Source: the OMol25 dataset
Level of theory: ωB97M-V with the def2-TZVPD basis set

Results
total energy = -10410.22326 a.u.
HOMO (alpha / beta) = -0.321 / -0.321 hartree
net charge = 0
largest force on an atom = 3.80 eV/A
energy relative to the best compared isomer or geometry (same formula, charge and spin) = 143.9 kJ/mol
frontier orbital gap (alpha / beta) = 7.163 / 7.166 eV

```
7
C3Br4, DFT ωB97M-V with the def2-TZVPD basis set
C 0.644 0.331 -0.409
C 0.216 -0.749 0.250
C -0.646 0.460 0.251
Br 1.991 1.167 -1.332
Br 0.524 -2.495 0.647
Br -1.478 1.329 1.617
Br -2.643 -0.040 -1.733
```

Record 11
Formula: CH2ClO2S
Source: the OMol25 dataset
Level of theory: ωB97M-V with the def2-TZVPD basis set

Results
total energy = -1048.14792 a.u.
HOMO = -0.142 hartree
net charge = -1
largest force on an atom = 6.03 eV/A
energy relative to the best compared isomer or geometry (same formula, charge and spin) = 99.4 kJ/mol
frontier orbital gap = 7.674 eV

```
7
CH2ClO2S, DFT ωB97M-V with the def2-TZVPD basis set
C 1.056 0.633 -0.362
O 0.231 -1.585 0.445
O -1.219 -0.870 -1.388
S -0.398 -0.510 -0.175
Cl -1.950 0.309 1.113
H 0.733 1.632 -0.221
H 1.548 0.391 0.589
```